Here is a 13-piece molecular cluster, C55H146N10O19 overall in a non-equilibrium geometry from the Open Molecules 2025 dataset. Energies are from ωB97M-V/def2-TZVPD.

Max |F| ... 2.27 eV Å⁻¹
Energy ... -113192.2950 eV

```
! RIJCOSX wB97M-V def2-TZVPD def2/J DEFGRID3
* xyz 0 1
C -7.553 23.282 -9.099
O -6.920 22.523 -10.086
C -7.656 22.541 -11.272
C -6.899 21.571 -12.213
N -7.504 21.677 -13.542
C -7.044 20.671 -14.470
C -7.468 21.058 -15.904
O -6.862 20.252 -16.936
C -7.321 18.892 -16.985
H -8.565 22.918 -8.922
H -7.679 24.334 -9.355
H -6.876 23.187 -8.250
H -7.754 23.520 -11.741
H -8.661 22.167 -11.077
H -6.819 20.582 -11.763
H -5.818 21.707 -12.190
H -7.321 22.600 -13.909
H -7.511 19.728 -14.184
H -5.956 20.612 -14.505
H -7.167 22.098 -16.032
H -8.557 21.034 -15.873
H -8.396 18.811 -17.142
H -7.155 18.386 -16.034
H -6.821 18.345 -17.784
C -13.493 30.407 -4.912
O -12.730 30.173 -6.084
C -12.215 28.820 -6.233
C -11.449 28.731 -7.569
N -11.187 27.332 -7.942
C -10.443 27.228 -9.197
C -10.547 25.791 -9.829
O -11.855 25.594 -10.350
C -12.008 24.293 -10.858
H -13.942 29.472 -4.576
H -14.322 31.072 -5.152
H -12.905 30.936 -4.162
H -13.094 28.176 -6.266
H -11.501 28.460 -5.493
H -10.521 29.300 -7.520
H -12.114 29.119 -8.341
H -12.102 26.983 -8.189
H -9.364 27.341 -9.084
H -10.707 27.998 -9.920
H -10.320 25.016 -9.096
H -9.832 25.553 -10.616
H -11.957 23.609 -10.011
H -11.187 23.995 -11.509
H -12.984 24.252 -11.342
C -15.648 26.487 -3.803
O -16.268 25.404 -4.507
C -16.228 24.183 -3.792
C -16.882 22.917 -4.513
N -16.978 21.676 -3.766
C -18.015 21.643 -2.716
C -18.323 20.215 -2.302
O -18.779 19.507 -3.445
C -18.916 18.103 -3.101
H -15.953 26.699 -2.778
H -15.658 27.408 -4.386
H -14.597 26.204 -3.747
H -16.926 24.330 -2.969
H -15.225 23.973 -3.419
H -16.240 22.761 -5.380
H -17.844 23.208 -4.936
H -17.022 20.818 -4.298
H -18.913 22.162 -3.053
H -17.702 22.277 -1.886
H -18.994 20.222 -1.443
H -17.446 19.724 -1.881
H -17.948 17.658 -2.872
H -19.374 17.474 -3.865
H -19.562 18.082 -2.223
C -14.602 29.423 -12.851
O -15.206 28.759 -11.761
C -14.291 27.951 -10.999
C -14.885 27.701 -9.578
N -14.017 26.712 -8.874
C -14.658 26.008 -7.763
C -13.658 25.247 -6.832
O -13.088 24.167 -7.541
C -12.126 23.514 -6.798
H -15.259 30.069 -13.435
H -14.081 28.779 -13.560
H -13.809 30.074 -12.481
H -13.262 28.305 -10.939
H -14.283 26.967 -11.468
H -15.901 27.337 -9.734
H -14.907 28.658 -9.057
H -13.595 26.015 -9.471
H -15.401 25.276 -8.081
H -15.276 26.710 -7.203
H -14.101 24.884 -5.905
H -12.820 25.878 -6.535
H -12.662 22.947 -6.036
H -11.383 24.137 -6.300
H -11.550 22.789 -7.373
C -8.317 33.957 -1.040
O -9.110 33.713 -2.189
C -9.197 32.357 -2.568
C -10.006 32.199 -3.888
N -9.224 32.650 -5.084
C -9.948 32.505 -6.383
C -10.564 33.921 -6.700
O -9.509 34.883 -6.899
C -10.107 36.126 -7.228
H -8.647 33.346 -0.201
H -8.525 34.973 -0.703
H -7.267 33.765 -1.261
H -9.647 31.709 -1.815
H -8.188 31.990 -2.753
H -10.955 32.729 -3.809
H -10.220 31.137 -4.006
H -8.895 33.593 -4.931
H -10.612 31.642 -6.353
H -9.199 32.202 -7.115
H -11.120 34.276 -5.832
H -11.247 33.902 -7.549
H -10.662 35.991 -8.156
H -9.365 36.910 -7.381
H -10.762 36.436 -6.413
C -14.474 34.030 -5.050
O -14.442 33.513 -3.701
C -15.774 33.552 -3.140
C -15.669 32.890 -1.791
N -15.245 31.489 -1.858
C -14.996 30.810 -0.594
C -14.333 29.407 -0.917
O -12.998 29.649 -1.224
C -12.235 28.489 -1.600
H -15.180 33.539 -5.720
H -13.457 33.895 -5.418
H -14.705 35.092 -4.961
H -16.429 33.024 -3.833
H -16.245 34.527 -3.020
H -16.695 32.888 -1.424
H -14.989 33.395 -1.105
H -14.520 31.418 -2.558
H -15.976 30.611 -0.161
H -14.435 31.367 0.156
H -14.879 28.906 -1.717
H -14.312 28.784 -0.023
H -11.184 28.752 -1.723
H -12.553 28.122 -2.576
H -12.336 27.695 -0.860
C -19.435 29.256 -3.440
C -18.073 29.880 -3.442
C -17.628 30.377 -4.827
O -17.758 29.395 -5.829
C -16.926 29.589 -6.933
N -18.060 30.895 -2.385
H -19.678 28.858 -2.455
H -19.379 28.427 -4.146
H -20.238 29.920 -3.759
H -17.325 29.177 -3.076
H -16.642 30.843 -4.823
H -18.282 31.224 -5.035
H -17.025 30.618 -7.281
H -17.125 28.825 -7.684
H -15.915 29.419 -6.563
H -18.016 30.372 -1.522
H -17.100 31.208 -2.370
C -9.124 28.655 -12.335
C -10.450 29.288 -12.759
C -10.751 30.742 -12.249
O -10.760 30.666 -10.841
C -11.136 31.791 -10.118
N -10.343 29.264 -14.226
H -8.993 28.831 -11.267
H -8.274 29.186 -12.764
H -9.110 27.590 -12.565
H -11.316 28.668 -12.528
H -11.690 31.023 -12.727
H -9.974 31.390 -12.653
H -11.005 31.525 -9.069
H -12.201 31.962 -10.276
H -10.512 32.664 -10.309
H -9.448 29.532 -14.609
H -10.512 28.284 -14.400
C -14.758 23.358 -14.035
C -15.792 22.209 -13.938
C -15.327 21.278 -12.727
O -14.232 20.472 -13.093
C -13.458 20.036 -11.981
N -17.115 22.793 -13.789
H -15.018 24.189 -14.689
H -13.758 22.967 -14.222
H -14.676 23.891 -13.088
H -15.743 21.690 -14.896
H -16.148 20.654 -12.374
H -15.134 21.832 -11.808
H -14.062 19.470 -11.272
H -13.067 20.911 -11.463
H -12.622 19.445 -12.355
H -17.052 23.577 -13.156
H -17.776 22.160 -13.361
C -4.514 30.743 -5.848
C -5.966 31.165 -6.009
C -6.760 30.268 -7.031
O -6.301 30.377 -8.370
C -7.194 29.722 -9.322
N -6.531 31.278 -4.662
H -4.418 29.697 -5.556
H -4.128 31.322 -5.010
H -3.923 30.870 -6.755
H -5.993 32.191 -6.376
H -7.779 30.652 -6.980
H -6.645 29.246 -6.667
H -7.188 28.671 -9.032
H -6.721 29.825 -10.298
H -8.223 30.078 -9.280
H -5.973 32.033 -4.290
H -7.489 31.584 -4.751
C -8.287 25.819 -6.281
O -9.680 25.895 -6.129
H -7.830 25.196 -5.511
H -7.982 25.347 -7.215
H -7.871 26.826 -6.297
H -10.102 26.409 -6.822
C -11.083 22.130 -14.298
O -11.395 22.779 -15.540
H -10.747 22.827 -13.530
H -11.965 21.606 -13.928
H -10.378 21.319 -14.482
H -11.608 22.145 -16.229
C -8.475 28.713 -4.106
O -7.103 28.748 -3.952
H -8.886 27.822 -3.630
H -8.914 29.618 -3.685
H -8.679 28.679 -5.176
H -6.790 29.635 -4.145
*
```

Atomic partial charges in e from the Löwdin method, atoms 1 to 8: atom 1 (C): -0.13, atom 2 (O): -0.18, atom 3 (C): -0.23, atom 4 (C): -0.20, atom 5 (N): -0.07, atom 6 (C): -0.23, atom 7 (C): -0.20, atom 8 (O): -0.18

=====

Here is C24H44BaN3P2SSi as an isolated structure from the Open Molecules 2025 dataset. Energies are from ωB97M-V/def2-TZVPD.

Max |F| ... 0.92 eV Å⁻¹
Energy ... -68055.2890 eV
Relative energy (zero: lowest compared OMol25 entry of this formula, charge and spin) ... 4.3 kcal/mol

```
! RIJCOSX wB97M-V def2-TZVPD def2/J DEFGRID3
* xyz 1 1
Ba 0.036 -0.043 -0.120
C -3.162 -3.526 1.290
P -2.758 -1.976 0.428
C -4.369 -1.111 0.529
C -2.631 -2.489 -1.343
C -2.580 -3.851 -1.644
C -2.406 -4.307 -2.940
C -2.277 -3.403 -3.978
C -2.320 -2.048 -3.700
C -2.490 -1.568 -2.402
P -2.515 0.251 -2.128
C -4.176 0.759 -2.671
C -1.444 0.885 -3.470
H -3.416 -3.269 2.320
H -2.310 -4.202 1.324
H -4.012 -4.042 0.839
H -5.137 -1.587 -0.080
H -4.273 -0.067 0.239
H -4.692 -1.135 1.573
H -2.674 -4.587 -0.857
H -2.373 -5.371 -3.132
H -2.139 -3.743 -4.995
H -2.208 -1.349 -4.516
H -4.376 0.372 -3.673
H -4.237 1.847 -2.697
H -4.936 0.387 -1.990
H -1.875 0.722 -4.460
H -0.471 0.391 -3.428
H -1.297 1.957 -3.338
C 3.056 -1.119 -5.465
Si 4.262 -0.353 -4.273
C 5.163 -1.634 -3.272
C 5.508 0.633 -5.255
C 3.388 0.887 -3.119
C 3.792 2.210 -3.103
C 3.176 3.161 -2.287
C 2.152 2.728 -1.485
N 1.736 1.457 -1.453
C 2.327 0.541 -2.250
S 1.728 -1.143 -2.183
H 3.598 -1.746 -6.175
H 2.542 -0.343 -6.036
H 2.313 -1.725 -4.955
H 5.729 -2.288 -3.936
H 4.476 -2.241 -2.686
H 5.872 -1.157 -2.595
H 6.033 -0.040 -5.933
H 6.262 1.105 -4.625
H 5.041 1.405 -5.867
H 4.600 2.530 -3.748
H 3.486 4.194 -2.283
H 1.633 3.421 -0.831
C 1.394 -1.377 2.943
N 1.686 -0.134 2.236
C 3.044 -0.180 1.688
C 1.513 1.036 3.097
C 0.055 1.388 3.325
N -0.635 1.798 2.100
C -2.079 1.787 2.303
C -0.209 3.124 1.664
H 2.060 -1.521 3.805
H 1.533 -2.225 2.270
H 0.364 -1.395 3.300
H 3.801 -0.261 2.478
H 3.239 0.722 1.108
H 3.146 -1.039 1.023
H 2.036 1.871 2.627
H 2.008 0.885 4.069
H -0.015 2.174 4.093
H -0.480 0.527 3.732
H -2.390 2.464 3.109
H -2.411 0.779 2.555
H -2.583 2.094 1.386
H -0.391 3.888 2.433
H -0.761 3.413 0.768
H 0.853 3.136 1.423
*
```

Atomic partial charges in e from the Löwdin method, atoms 1 to 8: atom 1 (Ba): 1.45, atom 2 (C): -0.30, atom 3 (P): 0.80, atom 4 (C): -0.29, atom 5 (C): -0.40, atom 6 (C): -0.09, atom 7 (C): -0.06, atom 8 (C): -0.05

=====

Here is C3H36NO17 as an isolated structure in a non-equilibrium geometry from the Open Molecules 2025 dataset. Energies are from ωB97M-V/def2-TZVPD.

Max |F| ... 7.87 eV Å⁻¹
Energy ... -39992.0724 eV
Relative energy (zero: lowest compared OMol25 entry of this formula, charge and spin) ... 123.1 kcal/mol

```
! RIJCOSX wB97M-V def2-TZVPD def2/J DEFGRID3
* xyz -1 1
C 0.983 1.106 2.507
N 0.351 2.077 1.725
C -0.964 1.692 1.232
C -1.855 1.786 2.546
O -3.254 1.136 2.143
O 2.089 1.138 2.953
H 0.346 0.142 2.592
H 0.564 3.022 1.583
H -0.844 0.816 0.780
H -1.370 2.261 0.352
H -2.219 2.856 2.601
H -1.539 1.163 3.309
H -0.337 4.231 -1.474
H -1.446 3.246 -1.017
O -1.241 4.187 -1.074
H -1.769 1.360 -1.224
H -3.507 1.353 -1.228
O -2.841 0.737 -1.104
H 3.804 1.665 -0.255
H 3.612 2.940 -1.033
O 4.149 2.176 -1.121
H -3.077 -1.266 0.625
H -1.664 -1.292 0.941
O -2.451 -1.663 1.185
H 1.079 -4.012 -1.170
H 1.927 -4.091 0.044
O 1.120 -4.497 -0.325
H -0.545 -0.133 -1.255
H 0.549 -1.137 -1.700
O -0.001 -0.845 -1.030
H -1.204 -2.257 3.126
H -0.842 -0.647 3.241
O -0.802 -1.527 3.637
H 0.725 -2.254 3.176
H 0.460 -3.163 1.867
O 1.034 -2.566 2.318
H -1.605 -2.782 -2.348
H -2.179 -1.443 -2.082
O -2.441 -2.278 -2.272
H 1.737 -0.121 -0.216
H 2.195 -1.097 0.728
O 2.466 -0.626 -0.004
H 2.535 1.229 -3.883
H 3.333 0.185 -3.055
O 2.902 0.390 -3.818
H 1.695 3.376 0.017
H 1.127 2.756 -1.310
O 1.692 3.343 -0.904
H -1.523 -3.190 1.271
H -0.615 -4.243 0.554
O -0.887 -3.879 1.439
H -0.603 1.686 -2.570
H -3.174 0.865 1.165
O -0.557 1.893 -1.595
H 1.928 -2.669 -3.396
H 1.643 -1.155 -3.881
O 1.311 -1.974 -3.309
*
```

Atomic partial charges in e from the Löwdin method, atoms 1 to 8: atom 1 (C): -0.34, atom 2 (N): 0.05, atom 3 (C): -0.19, atom 4 (C): -0.06, atom 5 (O): -0.17, atom 6 (O): 0.05, atom 7 (H): 0.13, atom 8 (H): 0.11

=====

Here is C25H25Co2O6 as an isolated structure in a non-equilibrium geometry from the Open Molecules 2025 dataset. Energies are from ωB97M-V/def2-TZVPD.

Max |F| ... 4.03 eV Å⁻¹
Energy ... -113866.0867 eV
Relative energy (zero: lowest compared OMol25 entry of this formula, charge and spin) ... 0.0 kcal/mol

```
! RIJCOSX wB97M-V def2-TZVPD def2/J DEFGRID3
* xyz -1 1
C 0.439 -1.648 0.522
C -1.016 -1.557 0.707
C -1.727 -1.176 1.851
C -3.146 -1.463 1.950
C -3.875 -2.229 0.887
C -3.868 -1.046 3.057
C -3.269 -0.370 4.123
C -4.087 0.065 5.298
C -1.894 -0.116 4.061
C -1.114 -0.507 2.985
C 0.347 -0.211 3.062
H 0.657 -2.172 -0.419
H 0.891 -0.652 0.424
H 0.971 -2.189 1.320
H -1.587 -2.020 -0.098
H -4.914 -2.386 1.208
H -3.915 -1.689 -0.070
H -3.435 -3.220 0.712
H -4.939 -1.259 3.104
H -3.459 0.599 6.019
H -4.913 0.725 4.998
H -4.535 -0.802 5.805
H -1.423 0.402 4.899
H 0.552 0.315 4.001
H 0.959 -1.121 3.064
H 0.699 0.444 2.257
O 7.147 -1.248 -1.013
C 6.066 -0.856 -1.148
Co 4.434 -0.229 -1.393
C 3.735 -1.847 -1.425
O 3.216 -2.878 -1.448
C 3.766 0.343 0.147
O 3.256 0.722 1.115
C 3.088 0.219 -2.825
C 2.007 0.985 -2.514
C 0.610 0.904 -2.363
C 0.029 1.063 -1.132
C -1.434 1.139 -0.971
C -2.127 0.199 -1.960
C -1.713 0.550 -3.393
C -0.189 0.604 -3.596
Co 3.515 1.946 -2.508
C 5.227 1.790 -1.758
O 6.263 2.265 -1.498
C 2.874 3.237 -1.529
O 2.436 4.107 -0.903
C 3.969 2.899 -3.936
O 4.247 3.540 -4.857
H 3.169 -0.428 -3.712
H 0.658 1.321 -0.281
H -1.715 0.930 0.067
H -1.783 2.162 -1.192
H -1.869 -0.839 -1.717
H -3.218 0.301 -1.867
H -2.154 -0.154 -4.109
H -2.117 1.542 -3.632
H 0.055 1.350 -4.368
H 0.154 -0.356 -4.008
*
```

Atomic partial charges in e from the Löwdin method, atoms 1 to 8: atom 1 (C): -0.18, atom 2 (C): -0.21, atom 3 (C): -0.20, atom 4 (C): -0.25, atom 5 (C): -0.10, atom 6 (C): -0.06, atom 7 (C): -0.34, atom 8 (C): -0.11

=====

Question: Look up the max |F| of the second one.
Answer: 0.92 eV Å⁻¹